No. 1
ORCA calculation (ωB97M-V/def2-TZVPD) on a 3-piece molecular cluster, C32H64BN3O6P2S overall.

Geometry as ORCA input:
```
! wB97M-V def2-TZVPD RIJCOSX def2/J DEFGRID3
* xyz 0 1
C 3.4364 -0.7832 4.9957
C 4.0888 0.7118 4.6256
N 3.2350 1.5484 3.7257
C 3.7957 1.7835 2.3480
B 5.0698 2.8175 2.3691
O 5.0349 4.2810 2.1915
O 6.4245 2.2224 2.6473
C 6.8792 2.8721 3.9027
C 7.9278 4.1128 3.6816
C 4.0284 0.2194 1.8052
O 5.1642 -0.4589 1.6227
N 2.5677 -0.1970 1.6444
C 1.6269 0.8876 1.1701
C 0.3827 1.3850 2.1087
C -0.7403 0.2559 2.4733
C -0.1649 -1.1363 3.1163
O -1.6087 0.8658 3.5358
C -2.9977 0.3991 3.4034
C -4.0408 1.5603 2.8365
C -4.8980 1.3902 1.4168
C -5.9586 2.5921 0.9596
C -6.2084 3.9673 1.8758
C -5.3302 4.1363 3.2513
C -4.2757 2.9381 3.7129
P 1.0794 0.1992 -0.5549
O 0.3610 1.4571 -1.5837
O -0.1979 -1.0283 -0.4173
S 2.5477 -0.7586 -1.4860
C 2.6749 2.1941 1.1737
N 2.1130 3.5440 1.6208
P 3.2921 2.6380 -0.5775
C 3.3015 4.5192 -0.9041
C 4.9111 1.7755 -1.0714
H 2.2890 -0.6229 5.1588
H 3.8678 -1.1577 6.0439
H 3.7188 -1.5039 4.1183
H 4.1345 1.2741 5.6784
H 5.1967 0.5428 4.3063
H 3.1220 2.4857 4.1701
H 5.7775 4.6003 1.5991
H 7.4068 2.1007 4.6412
H 5.9493 3.3024 4.5052
H 7.5102 5.0662 4.2654
H 7.9983 4.3375 2.5255
H 9.0024 3.9118 4.1511
H 2.3777 -1.1817 1.3638
H 0.6940 1.9015 3.1202
H -0.1839 2.2324 1.4869
H -1.4845 0.0914 1.5542
H -0.8425 -1.3986 4.0636
H -0.3418 -2.0431 2.3644
H 0.9338 -1.0883 3.5161
H -3.3729 0.1655 4.5122
H -3.1312 -0.5986 2.8058
H -4.7679 0.4348 0.7511
H -6.6006 2.5133 -0.0174
H -6.9939 4.7619 1.5133
H -5.5035 5.1234 3.8832
H -3.6832 3.1334 4.7298
H 1.0703 1.5836 -2.3045
H 0.2577 -1.8270 -0.0186
H 1.2672 3.8171 1.0777
H 1.9809 3.5980 2.6507
H 4.0083 5.0309 -0.1142
H 3.6406 4.8334 -1.9791
H 2.1988 4.9080 -0.6640
H 5.0346 1.8225 -2.2521
H 5.8248 2.3765 -0.6117
H 4.9800 0.6430 -0.7830
C -9.2399 -1.4203 -3.4869
C -8.6645 -2.2332 -2.3375
C -7.9456 -1.3760 -1.2929
C -6.7189 -0.6137 -1.8047
C -5.6231 -1.4828 -2.4284
C -5.0130 -2.4714 -1.4481
H -8.4563 -0.9071 -4.0518
H -9.7727 -2.0772 -4.1818
H -9.9490 -0.6717 -3.1189
H -7.9940 -3.0036 -2.7311
H -9.4871 -2.7657 -1.8431
H -7.6529 -2.0175 -0.4537
H -8.6561 -0.6486 -0.8799
H -6.2892 -0.0472 -0.9683
H -7.0343 0.1346 -2.5413
H -4.8273 -0.8248 -2.7992
H -6.0088 -2.0190 -3.3020
H -4.5792 -1.9512 -0.5886
H -4.2140 -3.0399 -1.9365
H -5.7524 -3.1887 -1.0827
C 1.2257 -6.6083 -5.3760
C 2.0784 -5.5106 -5.9933
C 2.9255 -4.7552 -4.9664
C 2.1333 -3.9958 -3.8969
C 1.1400 -2.9604 -4.4321
C 1.8070 -1.8372 -5.2093
H 0.4957 -6.2043 -4.6687
H 0.6715 -7.1377 -6.1576
H 1.8499 -7.3385 -4.8510
H 1.4397 -4.8177 -6.5502
H 2.7516 -5.9670 -6.7303
H 3.5823 -4.0574 -5.4984
H 3.5911 -5.4671 -4.4618
H 2.8455 -3.4927 -3.2302
H 1.5894 -4.7106 -3.2682
H 0.6026 -2.5230 -3.5814
H 0.3816 -3.4430 -5.0577
H 2.5362 -1.3109 -4.5859
H 1.0562 -1.1099 -5.5370
H 2.3175 -2.2092 -6.1015
*
```

Electronic energy   -2978.6656 Eh
E_HOMO   -7.60 eV
Orbital gap   7.76 eV

=====

No. 2
ORCA calculation (ωB97M-V/def2-TZVPD) on C32H64BrF3N4O14P2S3 as an isolated structure.

Geometry as ORCA input:
```
! wB97M-V def2-TZVPD RIJCOSX def2/J DEFGRID3
* xyz 0 1
C -6.2387 0.3678 3.3060
C -5.5928 -0.7155 2.3202
C -4.6994 -0.0700 1.1106
C -3.1417 -0.3004 1.4019
C -2.9098 0.7652 2.5824
C -2.1075 -0.4382 0.1898
C -2.9278 -1.2493 -0.9415
C -3.7076 -2.5818 -0.5926
C -4.9014 -2.9931 -1.5775
C -5.8930 -1.8518 -2.0501
C -5.7417 -4.1848 -0.8998
C -0.7239 -1.2906 0.5107
S -1.0905 -2.9826 1.2893
C 0.2110 -1.6293 -0.7097
C -0.1685 -2.6639 -1.8637
C 1.0964 -3.4992 -2.4369
O 1.3564 -4.7214 -1.6932
C 2.1172 -5.5364 -2.6034
C 1.7295 -7.0927 -2.5964
O 3.0343 -5.0951 -3.3237
C 0.1892 -0.7340 1.7180
C 1.7204 -1.0495 1.9303
Br 2.4188 -2.9441 1.9070
C 2.8485 -0.1239 1.2041
C 3.3043 -0.5508 -0.2506
P -0.6003 -1.2851 3.4250
C 0.3010 -2.5475 4.4120
O -0.4255 0.1519 4.4061
O 0.1324 0.7090 1.7503
S -0.2269 1.5670 0.4120
O -0.4019 2.9684 0.9785
O 0.9666 1.7130 -0.4899
C -1.7779 1.0068 -0.5465
P -1.2074 0.9080 -2.3568
O -2.3936 0.5027 -3.4939
O -0.3705 2.2008 -2.9803
S -3.0097 2.3491 -0.5650
O -3.4010 3.0358 0.7408
O -2.2584 3.5365 -1.1989
C -4.5576 2.3710 -1.5640
F -4.9420 1.3158 -2.3694
F -5.6786 2.6219 -0.7065
F -4.6330 3.5032 -2.4372
H -6.0974 1.4439 2.9185
H -7.3104 0.1559 3.6281
H -5.6176 0.3343 4.2792
H -5.0085 -1.4514 2.9597
H -6.4690 -1.3188 1.8714
H -5.1697 -0.5081 0.1882
H -5.0281 1.0352 1.1001
H -3.1419 -1.3137 1.9604
H -2.0561 1.4947 2.4787
H -3.7974 1.4863 2.7569
H -2.8768 0.2330 3.6064
H -3.7082 -0.4788 -1.3094
H -2.3957 -1.4862 -1.9066
H -2.9628 -3.4577 -0.7089
H -4.0949 -2.6759 0.4833
H -4.3992 -3.4138 -2.5291
H -6.6526 -2.3306 -2.7730
H -5.2896 -1.1218 -2.7064
H -6.5034 -1.3368 -1.2439
H -6.7006 -4.2932 -1.5019
H -6.0236 -3.8962 0.1704
H -5.1624 -5.1741 -0.9214
H -1.1098 -3.9609 0.3237
H 0.7175 -0.7315 -1.2285
H 1.1497 -2.2024 -0.3486
H -0.4919 -2.0157 -2.7685
H -1.0572 -3.3450 -1.6763
H 0.9126 -3.6898 -3.5585
H 1.9922 -2.7755 -2.3815
H 1.8525 -7.5926 -3.6080
H 2.4425 -7.6011 -1.8669
H 0.6324 -7.1429 -2.2532
H 1.9287 -0.7737 3.0422
H 2.6383 0.9984 1.3408
H 3.7866 -0.2844 1.8637
H 4.4251 -0.2871 -0.3410
H 2.8079 0.0205 -1.1152
H 3.2261 -1.6518 -0.5131
H -0.2234 -2.6980 5.4106
H 0.4157 -3.5991 3.9588
H 1.3866 -2.2237 4.6712
H 0.2805 -0.0209 5.0765
H -2.0345 -0.2560 -4.0125
H 0.1649 1.9195 -3.7693
O 0.5466 2.0401 -5.7250
C 1.4435 2.4822 -6.4293
N 1.4002 3.7546 -6.8957
C 2.6446 1.6728 -6.8305
H 2.1132 4.1608 -7.4763
H 0.6033 4.3174 -6.6389
H 2.3123 0.7943 -7.3863
H 3.1771 1.3574 -5.9318
H 3.3290 2.2454 -7.4588
O 4.3113 3.9214 -3.4745
C 4.1017 4.1620 -2.2944
N 5.1279 4.4016 -1.4353
C 2.7212 4.2132 -1.7009
H 5.0032 4.6038 -0.4561
H 6.0636 4.3731 -1.8094
H 2.2386 3.2447 -1.8382
H 2.1429 4.9855 -2.2107
H 2.7457 4.4424 -0.6338
O 3.2118 -1.7394 5.2482
C 4.1706 -2.4159 5.5866
N 4.2019 -3.7525 5.3477
C 5.3734 -1.8414 6.2818
H 4.9687 -4.3483 5.6079
H 3.4057 -4.1605 4.8815
H 5.0570 -1.3841 7.2207
H 5.8267 -1.0837 5.6407
H 6.1206 -2.6066 6.5003
O 5.9357 5.6443 1.9781
C 5.7938 6.8291 2.2315
N 6.4236 7.3983 3.2937
C 4.9286 7.7446 1.4096
H 6.3360 8.3689 3.5402
H 7.0094 6.8042 3.8599
H 3.9035 7.3706 1.4211
H 5.3006 7.7600 0.3838
H 4.9324 8.7649 1.7978
*
```

Electronic energy   -7280.6251 Eh
E_HOMO   -7.73 eV
Orbital gap   6.25 eV